No. 1
Computed, not measured: a molecular structure, C31H25BCl6N9O6Ti in a non-equilibrium geometry, with ωB97M-V with the def2-TZVPD basis set.

Atoms and positions in Å:
Ti: 0.05 -0.62 0.60
C: -1.21 4.05 -3.65
C: -1.23 3.72 -2.20
C: -2.28 3.93 -1.28
C: -1.77 3.51 -0.07
N: -0.51 3.07 -0.28
N: -0.17 3.21 -1.59
B: 0.55 2.87 0.80
N: 1.76 2.04 0.35
C: 2.99 2.52 0.11
C: 3.85 1.45 0.02
C: 3.06 0.31 0.23
C: 3.55 -1.09 0.34
N: 1.79 0.68 0.41
N: -0.06 2.16 2.04
C: -0.14 2.68 3.28
C: -0.84 1.80 4.07
C: -1.16 0.73 3.23
C: -1.96 -0.46 3.67
N: -0.67 0.94 2.00
N: 1.02 4.30 1.16
C: 0.65 5.44 0.54
C: 1.29 6.48 1.17
C: 2.04 5.87 2.19
C: 2.94 6.52 3.19
N: 1.88 4.56 2.17
H: -1.24 5.13 -3.80
H: -0.30 3.66 -4.11
H: -2.07 3.61 -4.17
H: -3.27 4.31 -1.48
H: -2.21 3.51 0.91
H: 3.18 3.57 0.01
H: 4.92 1.48 -0.15
H: 3.65 -1.37 1.39
H: 2.87 -1.79 -0.13
H: 4.53 -1.18 -0.14
H: 0.33 3.62 3.52
H: -1.09 1.92 5.11
H: -2.65 -0.79 2.89
H: -1.31 -1.29 3.92
H: -2.53 -0.19 4.56
H: -0.03 5.44 -0.30
H: 1.21 7.53 0.94
H: 2.79 7.60 3.19
H: 2.74 6.14 4.19
H: 3.99 6.32 2.97
O: -4.06 -5.86 2.80
C: -2.82 -5.86 2.87
O: -2.01 -6.68 3.33
C: -2.17 -4.58 2.25
C: -2.85 -3.84 1.28
C: -2.30 -2.68 0.80
N: -1.15 -2.15 1.25
C: -0.47 -2.90 2.16
C: -0.94 -4.10 2.67
C: 0.81 -2.29 2.71
O: 1.47 -2.92 3.53
O: 1.04 -1.11 2.27
H: -3.80 -4.20 0.91
H: -2.82 -2.13 0.02
H: -0.33 -4.62 3.39
Cl: -0.36 -4.20 -3.51
C: -0.48 -3.48 -1.90
C: 0.89 -3.00 -1.36
O: 1.92 -3.50 -1.76
O: 0.79 -2.08 -0.47
H: -0.88 -4.24 -1.23
H: -1.17 -2.64 -1.95
Cl: 1.05 -0.03 -2.47
C: -0.65 -0.04 -2.33
C: -1.21 -0.04 -0.96
C: -2.63 0.20 -0.96
Cl: -3.44 0.41 0.56
C: -3.39 0.30 -2.08
Cl: -5.07 0.65 -1.98
C: -2.79 0.11 -3.40
Cl: -3.76 0.13 -4.81
C: -1.40 -0.02 -3.48
Cl: -0.65 -0.14 -5.04

Calculated values
molecular weight = 891.0 g mol⁻¹
energy relative to the best compared isomer or geometry (same formula, charge and spin) = 49.2 kJ/mol
charge = -2
Kohn-Sham gap (alpha / beta) = 0.1894 / 0.1802 Ha
2S+1 = 4
E = -157182.4500 eV


No. 2
Computed, not measured: a molecular structure, C31H25ClHgIN8O, with ωB97M-V with the def2-TZVPD basis set.

Atoms and positions in Å:
Hg: 0.08 0.07 -0.86
C: 2.18 -3.49 -0.58
C: 1.79 -2.14 -1.14
N: 1.90 -1.13 -0.08
C: 1.65 -1.54 1.17
C: 1.73 -2.85 1.57
N: 2.13 -3.82 0.66
C: 1.24 -0.45 2.10
C: 1.58 -0.46 3.43
C: 1.15 0.59 4.31
C: 0.43 1.63 3.67
C: 0.15 1.58 2.32
N: 0.52 0.54 1.54
C: -0.54 2.69 1.62
C: -1.40 3.59 2.27
N: -2.01 4.57 1.63
C: -1.78 4.66 0.31
C: -0.95 3.76 -0.33
N: -0.33 2.79 0.31
C: 1.45 0.62 5.71
C: 1.06 1.67 6.58
C: 1.38 1.63 7.91
N: 2.06 0.65 8.53
C: 2.44 -0.35 7.71
C: 2.18 -0.42 6.36
H: 2.51 -4.26 -1.29
H: 2.57 -1.89 -1.88
H: 1.57 -3.16 2.59
H: 2.19 -1.27 3.79
H: 0.13 2.51 4.22
H: -1.62 3.48 3.32
H: -2.29 5.45 -0.23
H: -0.80 3.81 -1.41
H: 0.51 2.53 6.21
H: 1.06 2.45 8.56
H: 2.99 -1.15 8.18
H: 2.54 -1.28 5.81
Cl: -2.48 2.13 -7.47
C: -2.22 1.95 -5.75
C: -3.21 2.32 -4.88
C: -3.05 2.15 -3.50
I: -4.61 2.70 -2.21
C: -1.91 1.58 -2.91
O: -1.79 1.33 -1.68
C: -0.84 1.28 -3.87
N: 0.31 0.84 -3.33
C: 1.27 0.40 -4.09
C: 1.18 0.42 -5.49
C: 0.05 0.94 -6.08
C: -1.01 1.40 -5.27
H: -4.13 2.75 -5.26
H: 2.15 0.00 -3.59
H: 1.99 0.03 -6.09
H: -0.05 0.99 -7.15
C: -0.20 -4.23 -2.56
C: -0.57 -2.93 -1.81
C: -1.73 -2.29 -2.59
C: -1.08 -3.30 -0.41
N: 0.51 -1.96 -1.84
H: -1.09 -4.82 -2.80
H: 0.47 -4.85 -1.97
H: 0.31 -3.96 -3.50
H: -2.59 -2.97 -2.63
H: -1.42 -2.06 -3.61
H: -2.05 -1.36 -2.11
H: -1.95 -3.97 -0.47
H: -1.39 -2.39 0.12
H: -0.31 -3.79 0.18

Calculated values
molecular weight = 888.5 g mol⁻¹
energy relative to the best compared isomer or geometry (same formula, charge and spin) = 228.1 kJ/mol
charge = -2
Kohn-Sham gap (alpha / beta) = 0.1354 / 0.1787 Ha
2S+1 = 2
E = -71318.5712 eV


No. 3
Computed, not measured: a molecular structure, C31H25ClNO2P2V, with ωB97M-V with the def2-TZVPD basis set.

Atoms and positions in Å:
V: 1.35 0.18 -0.40
Cl: 4.68 -4.51 -4.73
C: 3.68 -3.55 -3.74
C: 2.34 -3.93 -3.53
C: 1.49 -3.19 -2.74
C: 1.96 -2.05 -2.12
O: 1.16 -1.31 -1.34
C: 3.31 -1.64 -2.32
C: 3.80 -0.48 -1.72
O: 3.10 0.28 -0.96
C: 4.17 -2.42 -3.14
H: 1.98 -4.83 -4.01
H: 0.46 -3.50 -2.59
H: 4.83 -0.16 -1.87
H: 5.19 -2.11 -3.29
N: -0.30 0.95 0.72
P: 0.45 -0.31 1.71
C: 0.98 0.59 3.14
C: 2.28 0.35 3.60
C: 2.71 0.98 4.76
C: 1.86 1.83 5.45
C: 0.57 2.07 4.99
C: 0.11 1.45 3.84
C: -0.59 -1.70 1.99
C: -1.65 -1.62 2.90
C: -2.41 -2.75 3.15
C: -2.11 -3.95 2.50
C: -1.05 -4.03 1.61
C: -0.29 -2.91 1.34
P: -0.60 1.34 -0.98
C: -0.64 3.09 -1.14
C: 0.55 3.78 -1.40
C: 0.52 5.16 -1.51
C: -0.69 5.83 -1.37
C: -1.87 5.14 -1.12
C: -1.87 3.77 -1.01
C: -2.00 0.48 -1.60
C: -2.54 -0.63 -0.93
C: -3.60 -1.30 -1.49
C: -4.12 -0.88 -2.71
C: -3.58 0.21 -3.38
C: -2.52 0.90 -2.83
H: -0.20 1.85 1.20
H: 2.94 -0.32 3.07
H: 3.71 0.80 5.13
H: 2.20 2.32 6.35
H: -0.09 2.74 5.53
H: -0.91 1.62 3.50
H: -1.87 -0.70 3.43
H: -3.23 -2.70 3.85
H: -2.70 -4.83 2.72
H: -0.81 -4.97 1.13
H: 0.55 -2.97 0.65
H: 1.48 3.24 -1.54
H: 1.43 5.70 -1.72
H: -0.71 6.91 -1.47
H: -2.80 5.69 -1.02
H: -2.79 3.23 -0.83
H: -2.15 -0.95 0.03
H: -4.05 -2.14 -0.97
H: -4.97 -1.41 -3.14
H: -4.00 0.53 -4.32
H: -2.10 1.76 -3.34

Calculated values
molecular weight = 591.9 g mol⁻¹
charge = +3
Kohn-Sham gap (alpha / beta) = 0.2277 / 0.2371 Ha
2S+1 = 2
E = -94899.3535 eV


No. 4
Computed, not measured: a molecular structure, C31H25GeN5PtSe in a non-equilibrium geometry, with ωB97M-V with the def2-TZVPD basis set.

Atoms and positions in Å:
Pt: -1.52 -0.56 -0.33
C: 1.01 0.17 -3.03
Ge: 0.67 -0.78 -1.33
C: 0.98 -2.69 -1.71
C: 0.82 -3.69 -0.75
C: 1.06 -5.02 -1.07
C: 1.46 -5.37 -2.35
C: 1.61 -4.38 -3.31
C: 1.36 -3.06 -3.00
C: 1.68 -0.24 0.29
C: 1.42 -1.03 1.40
C: 2.08 -0.83 2.62
C: 2.97 0.20 2.75
C: 3.24 1.07 1.67
C: 4.14 2.15 1.80
C: 4.40 2.98 0.75
C: 3.77 2.76 -0.49
C: 2.89 1.73 -0.65
C: 2.59 0.85 0.42
H: 2.06 0.06 -3.31
H: 0.76 1.23 -2.99
H: 0.39 -0.29 -3.81
H: 0.49 -3.46 0.25
H: 0.93 -5.78 -0.31
H: 1.64 -6.41 -2.60
H: 1.92 -4.64 -4.32
H: 1.48 -2.31 -3.77
H: 0.71 -1.84 1.32
H: 1.89 -1.50 3.45
H: 3.49 0.37 3.69
H: 4.62 2.30 2.75
H: 5.09 3.80 0.86
H: 3.98 3.42 -1.32
H: 2.41 1.56 -1.61
N: -1.78 -0.72 7.24
C: -1.78 -0.64 6.10
C: -1.78 -0.55 4.67
C: -2.44 -1.50 3.90
C: -2.40 -1.38 2.52
N: -1.76 -0.38 1.91
C: -1.12 0.54 2.65
C: -1.11 0.50 4.03
H: -2.96 -2.32 4.37
H: -2.90 -2.10 1.89
H: -0.62 1.33 2.11
H: -0.59 1.25 4.60
Se: -2.63 -4.89 0.03
C: -2.61 -3.28 -0.60
N: -2.64 -2.17 -1.04
N: -4.46 2.32 -1.42
C: -4.05 1.28 -0.67
N: -2.75 1.26 -0.52
C: -2.26 2.36 -1.23
C: -0.96 2.81 -1.42
C: -0.78 3.92 -2.21
C: -1.87 4.58 -2.80
C: -3.17 4.16 -2.60
C: -3.34 3.03 -1.80
H: -5.42 2.53 -1.65
H: -4.72 0.54 -0.24
H: -0.13 2.30 -0.94
H: 0.22 4.30 -2.39
H: -1.68 5.45 -3.42
H: -4.01 4.67 -3.06

Calculated values
molecular weight = 814.2 g mol⁻¹
energy relative to the best compared isomer or geometry (same formula, charge and spin) = 217.6 kJ/mol
charge = +1
Kohn-Sham gap (alpha / beta) = 0.2041 / 0.2103 Ha
2S+1 = 2
E = -165104.8144 eV